[1]
The following is a quantum chemistry calculation of a 16-piece molecular cluster, C62H107F3N4O31 overall in a non-equilibrium geometry, from OMol25.

Each line ends with the Löwdin charge.
Element x y z (Å)
C 0.89229 -2.47033 2.06454  -0.038
C 1.23568 -1.89953 0.67936  -0.205
C 0.66094 -0.49943 0.50850  -0.070
N 0.73227 0.03572 -0.91909  -0.218
C 0.08613 -0.78454 -1.98094  -0.095
C -1.44295 -0.68878 -1.86715  -0.137
C -2.03147 0.71461 -1.61187  -0.146
C -1.24874 1.62895 -0.70527  -0.158
C 0.27935 1.52180 -0.92907  -0.043
C 2.18020 0.03614 -1.32512  0.002
H 1.38283 -3.44293 2.14836  0.037
H -0.18980 -2.56448 2.08122  0.088
H 1.47699 -1.91289 2.79852  0.071
H 0.75301 -2.60048 -0.00936  0.098
H 2.29837 -1.93998 0.44063  0.082
H 1.25521 0.24155 1.04060  0.131
H -0.39955 -0.51615 0.75445  0.124
H 0.42303 -1.81640 -1.96688  0.111
H 0.25066 -0.30646 -2.94752  0.139
H -1.78881 -1.43384 -1.14763  0.031
H -1.84717 -1.00863 -2.83024  0.126
H -2.91594 0.51480 -1.00565  0.083
H -2.28578 1.24568 -2.52656  0.089
H -1.46321 1.56697 0.36672  0.082
H -1.63046 2.64754 -0.80806  0.100
H 0.90565 2.08716 -0.24363  0.119
H 0.49190 1.89934 -1.93157  0.121
H 2.19220 0.65684 -2.21817  0.102
H 2.72541 -0.89538 -1.45433  0.093
H 2.68292 0.50114 -0.47898  0.080
C -0.39650 3.55058 2.82006  -0.452
O 0.04830 3.82544 4.16378  -0.130
O -0.27153 2.19941 2.63577  -0.205
C -1.80280 4.17398 2.52308  -0.530
F -1.66747 5.47741 2.21911  0.130
F -2.59772 3.57405 1.60677  0.108
F -2.56699 4.03739 3.61961  0.127
C 0.35559 5.13681 4.52377  -0.293
C 0.79967 5.06564 5.98352  -0.059
H 1.81619 4.67463 6.03232  0.069
H 0.70278 6.07423 6.38896  0.073
H 0.17693 4.42481 6.60587  0.076
H -0.52523 5.78478 4.43161  0.109
H 1.06915 5.60713 3.83412  0.117
H 0.35142 4.04011 2.17544  0.130
O 1.53255 -3.31591 -4.36758  0.075
C 0.51640 -2.97810 -4.92257  -0.512
O -0.72300 -3.34287 -4.59232  0.013
C -0.91091 -4.17350 -3.44118  -0.196
C -2.38379 -4.38105 -3.16622  -0.036
C 0.57751 -2.22876 -6.25672  0.031
H -0.45507 -3.59760 -2.63282  0.094
H -0.39412 -5.13143 -3.50550  0.140
H -2.93607 -4.61444 -4.07596  0.096
H -2.80602 -3.44796 -2.78893  0.078
H -2.48268 -5.16082 -2.41273  0.070
H 0.48554 -2.90997 -7.10060  0.091
H 1.48522 -1.63102 -6.32149  0.083
H -0.19146 -1.46413 -6.38560  0.072
O 1.32038 -5.80553 3.81574  0.110
C 0.65821 -5.86096 2.81333  -0.543
O -0.67315 -5.91949 2.70084  -0.015
C -1.52436 -5.73178 3.82410  -0.199
C -2.74950 -6.54465 3.43218  -0.060
C 1.31558 -5.97271 1.47069  0.021
H -1.74628 -4.67918 4.00581  0.118
H -1.16393 -6.10617 4.78351  0.122
H -3.51878 -5.86074 3.07624  0.066
H -3.07448 -7.23472 4.21314  0.074
H -2.57694 -7.27828 2.64447  0.083
H 0.68471 -6.35246 0.66446  0.080
H 2.14213 -6.67722 1.38369  0.096
H 1.60776 -4.97145 1.14937  0.054
O -4.87326 -0.46949 -5.22677  0.114
C -4.87859 0.57657 -4.63866  -0.526
O -3.82157 1.41901 -4.57467  -0.054
C -2.93027 1.54455 -5.69209  -0.184
C -1.55553 2.15532 -5.27167  -0.040
C -5.97536 0.90119 -3.66122  0.009
H -3.42915 2.02750 -6.53197  0.125
H -2.75071 0.52226 -6.03368  0.105
H -1.20331 1.85759 -4.28333  0.051
H -1.60448 3.23709 -5.13473  0.062
H -0.79378 1.90564 -6.00788  0.076
H -5.71429 1.66847 -2.93442  0.066
H -6.22875 0.02308 -3.07043  0.056
H -6.85401 1.14573 -4.25973  0.097
O -0.57876 4.42044 -2.59804  0.054
C -0.18830 5.51939 -2.24360  -0.520
O 0.73624 6.22555 -2.90095  -0.008
C 1.01431 5.82261 -4.26449  -0.179
C 1.97931 4.62538 -4.16253  -0.060
C -0.66832 6.20850 -0.97796  0.041
H 1.45935 6.64513 -4.82416  0.116
H 0.07036 5.67655 -4.79099  0.114
H 2.25874 4.24503 -5.14701  0.077
H 1.53704 3.87647 -3.51252  0.052
H 2.94959 4.90665 -3.75258  0.077
H -1.55769 5.74555 -0.55699  0.067
H -0.91325 7.25871 -1.12950  0.092
H 0.17285 6.13236 -0.28689  0.093
C 5.73777 -4.56700 2.25138  -0.075
C 4.48946 -3.72409 2.22855  -0.239
C 3.92109 -3.45894 3.66796  -0.126
C 4.89632 -2.78111 4.53121  -0.214
N 5.63594 -2.23458 5.21939  0.163
H 5.45215 -5.54336 2.64646  0.088
H 6.51189 -4.15186 2.89659  0.073
H 6.10313 -4.67877 1.23019  0.073
H 3.73659 -4.19300 1.59482  0.095
H 4.65746 -2.69712 1.89189  0.052
H 3.76398 -4.38921 4.21735  0.123
H 3.02666 -2.84669 3.56893  0.088
C -8.82761 0.39224 -1.23850  -0.100
C -8.65404 -0.31361 0.11412  -0.243
C -7.36983 -0.06847 0.93907  -0.154
C -6.19067 -0.22274 0.03914  -0.194
N -5.26306 -0.38368 -0.62564  0.188
H -8.40838 -0.20316 -2.05366  0.062
H -8.18096 1.26919 -1.34171  0.067
H -9.83195 0.68756 -1.53094  0.076
H -8.82229 -1.38576 0.01460  0.109
H -9.47758 0.05256 0.73107  0.104
H -7.29729 -0.58332 1.89350  0.120
H -7.29376 0.99917 1.16739  0.118
C -5.11608 5.50968 -3.80481  -0.104
C -4.14060 4.66939 -2.99574  -0.245
C -4.57445 4.47149 -1.53321  -0.180
C -4.95766 5.68364 -0.77193  -0.221
N -5.27020 6.60184 -0.14815  0.140
H -6.17047 5.24013 -3.78426  0.079
H -4.86924 5.39401 -4.86772  0.067
H -4.87972 6.57389 -3.76335  0.077
H -3.15018 5.12727 -2.97327  0.093
H -3.97215 3.69926 -3.46404  0.087
H -3.78227 4.00334 -0.94487  0.094
H -5.40257 3.76015 -1.54753  0.103
C 7.49094 -0.59453 1.74475  -0.156
C 6.63927 -0.77088 3.00065  -0.052
O 5.51895 -1.36133 2.25930  -0.039
C 5.46360 -0.91214 0.98708  -0.545
O 4.60026 -1.07389 0.17875  0.155
O 6.62621 -0.32225 0.70920  0.078
H 8.08634 -1.49602 1.56188  0.140
H 8.31963 0.10691 1.86655  0.138
H 6.24554 0.17572 3.37048  0.132
H 7.08732 -1.40369 3.75884  0.106
C 4.65246 -3.81553 -2.20742  -0.111
C 3.14824 -4.02814 -2.07689  -0.119
O 2.96322 -5.34331 -1.59794  0.060
C 4.16094 -5.88517 -1.29219  -0.546
O 4.31321 -6.92707 -0.73746  0.157
O 5.15068 -4.96297 -1.54042  0.041
H 4.96747 -2.91956 -1.67636  0.109
H 4.93712 -3.77973 -3.26005  0.132
H 2.56245 -3.67249 -2.91953  0.085
H 2.91827 -3.53164 -1.12623  0.112
C 7.11549 1.23755 -2.49839  -0.122
C 6.82926 -0.16612 -2.99051  -0.164
O 5.43324 -0.13825 -3.06552  0.037
C 5.10274 1.12026 -3.58327  -0.501
O 4.06604 1.48160 -4.01797  0.177
O 6.18042 1.92213 -3.31655  0.049
H 8.13100 1.59895 -2.65139  0.134
H 6.89557 1.39565 -1.44063  0.122
H 7.19320 -0.91328 -2.28432  0.129
H 7.43078 -0.35215 -3.88388  0.136
C 4.12725 3.95988 2.15356  -0.152
C 3.51373 2.57498 2.09376  -0.099
O 3.31773 2.39794 0.69316  0.048
C 3.35282 3.61139 0.09929  -0.551
O 3.12888 3.93080 -1.03229  0.165
O 3.65638 4.55191 1.00385  0.081
H 5.21796 4.05649 2.19926  0.134
H 3.84494 4.46712 3.07979  0.135
H 2.60334 2.51812 2.69434  0.116
H 4.22261 1.90020 2.57728  0.126
C 1.66403 0.76434 5.09339  -0.098
C 0.26552 0.98061 5.76077  -0.094
O 0.43580 0.55139 7.10426  0.086
C 1.37858 -0.36138 7.09757  -0.595
O 1.60839 -1.15830 7.96667  0.148
O 2.15897 -0.23474 5.99347  0.040
H 2.35710 1.59580 4.95244  0.111
H 1.51049 0.47114 4.05272  0.098
H -0.50976 0.37595 5.28785  0.127
H -0.11775 1.99504 5.68048  0.105
C -3.85604 1.32661 4.15703  -0.065
C -3.52148 0.93951 2.70434  -0.154
O -3.49171 -0.43551 2.72688  0.064
C -3.68599 -0.93793 3.92617  -0.588
O -3.44907 -2.09007 4.16537  0.134
O -3.87985 0.03594 4.83569  0.076
H -4.86107 1.74423 4.10952  0.125
H -3.15056 1.99169 4.64439  0.120
H -2.55232 1.37186 2.44304  0.091
H -4.31712 1.41133 2.12715  0.120
C -2.55676 -2.55424 -0.05925  -0.162
C -3.29475 -3.50168 0.87172  -0.103
O -2.85327 -4.79863 0.52029  0.057
C -1.86461 -4.69434 -0.46451  -0.568
O -1.21504 -5.57510 -0.92373  0.158
O -1.60706 -3.41749 -0.64282  0.017
H -2.08576 -1.78673 0.54908  0.120
H -3.25747 -2.19839 -0.81595  0.114
H -4.38164 -3.56217 0.90700  0.141
H -2.94164 -3.20882 1.86478  0.109

Values from the calculation:
E_LUMO ... -0.05 eV
Multiplicity ... 1
M ... 1461.5 Da
Kohn-Sham gap ... 0.2859 Ha


[2]
The following is a quantum chemistry calculation of C62H42N4PSe3TeY as an isolated structure in a non-equilibrium geometry, from OMol25.

Each line ends with the Löwdin charge.
Element x y z (Å)
Y -0.91210 -0.13970 -0.04487  0.924
C -1.67466 6.35430 3.92789  -0.112
C -1.42971 6.11640 2.57911  -0.083
C -1.23234 4.81721 2.12041  -0.012
C -1.28339 3.73920 3.00451  -0.189
C -1.53196 3.98534 4.35321  -0.046
C -1.72322 5.28387 4.81456  -0.097
C -1.04536 2.36115 2.46920  -0.060
C -2.12266 1.43388 2.49586  -0.251
C -3.29681 1.55574 3.29438  -0.014
C -3.85528 0.30481 3.34838  -0.011
C -3.05499 -0.54179 2.52838  -0.274
C -3.22617 -1.95577 2.36767  -0.084
C -4.22511 -2.60225 3.28959  -0.191
C -5.59416 -2.35417 3.19043  -0.048
C -6.48103 -2.94150 4.08950  -0.084
C -6.01688 -3.77792 5.10029  -0.117
C -4.65405 -4.02822 5.20685  -0.101
C -3.76873 -3.44151 4.30683  -0.036
C -2.49922 -2.76579 1.53012  -0.272
N -1.43258 -2.37107 0.72503  0.023
C -1.05620 -3.44359 0.02359  -0.265
C 0.03993 -3.51475 -0.90767  -0.130
C 0.09277 -4.73169 -1.78537  -0.198
C -0.76727 -4.83654 -2.88176  -0.027
C -0.73379 -5.95905 -3.70502  -0.084
C 0.15929 -6.99553 -3.44636  -0.115
C 1.01168 -6.90553 -2.35148  -0.101
C 0.97147 -5.78177 -1.52910  -0.046
C 1.01795 -2.56137 -1.04356  -0.183
C 2.28719 -2.71154 -1.87867  -0.100
C 3.05063 -1.42092 -1.49554  -0.116
C 2.30759 -0.86778 -0.32217  -0.250
N 1.08626 -1.45427 -0.23317  0.047
C 2.80374 0.10360 0.52618  -0.131
C 1.99252 0.95283 1.33898  -0.257
C 2.49660 2.10254 2.06906  -0.018
C 1.41522 2.80417 2.49703  -0.014
C 0.24695 2.06023 2.09000  -0.252
N 0.64667 0.94043 1.37709  0.027
C 4.29380 0.34651 0.52961  -0.196
C 5.10085 -0.34583 1.43758  -0.032
C 6.48207 -0.16528 1.46412  -0.099
C 7.08594 0.71835 0.57469  -0.116
C 6.29709 1.41899 -0.33061  -0.084
C 4.91625 1.23634 -0.34874  -0.015
C -1.90784 -4.57864 0.34406  0.003
C -2.77998 -4.16582 1.28707  -0.018
N -2.04269 0.17311 1.98440  0.001
H -1.82691 7.36668 4.28628  0.089
H -1.39807 6.94174 1.87679  0.097
H -1.05533 4.61762 1.06728  0.117
H -1.55804 3.14906 5.04321  0.118
H -1.91025 5.45859 5.86833  0.092
H -3.63892 2.45266 3.79057  0.099
H -4.73156 0.00129 3.90103  0.099
H -5.95095 -1.73134 2.37584  0.080
H -7.54523 -2.74945 3.98721  0.097
H -6.71130 -4.22921 5.80111  0.087
H -4.27749 -4.67920 5.98906  0.090
H -2.70442 -3.63201 4.38402  0.118
H -1.46369 -4.02165 -3.06775  0.088
H -1.41042 -6.02292 -4.55160  0.099
H 0.18392 -7.87079 -4.08683  0.088
H 1.70133 -7.71257 -2.13185  0.089
H 1.62538 -5.71492 -0.66736  0.114
H 2.76427 -3.66977 -1.69010  0.133
H 4.12375 -1.50428 -1.35452  0.144
H 3.54168 2.34259 2.21399  0.102
H 1.40590 3.71207 3.08450  0.107
H 4.62501 -1.03493 2.12703  0.116
H 7.08640 -0.71685 2.17759  0.091
H 8.16109 0.85989 0.58831  0.088
H 6.75311 2.11556 -1.02667  0.096
H 4.30983 1.79404 -1.05291  0.094
H -1.83578 -5.55889 -0.10532  0.106
H -3.57953 -4.72767 1.74312  0.112
Se -5.38882 -2.18402 -0.65382  -0.245
Se -5.23878 1.19497 -2.33501  -0.282
Te -3.87260 -0.27355 -0.92478  0.167
Se -1.93068 -1.14130 -2.28860  0.132
C 4.10577 4.90651 -2.67691  -0.115
C 3.32695 4.89352 -1.52037  -0.090
C 2.44540 3.84821 -1.28399  -0.089
C 2.31225 2.79846 -2.20354  -0.360
C 3.09030 2.82551 -3.35620  -0.100
C 3.98480 3.87143 -3.59253  -0.102
P 1.15342 1.43166 -1.79273  1.113
C 1.48284 0.16535 -3.06786  -0.334
C 0.54585 -0.11173 -3.97699  -0.164
C 0.45383 -1.40950 -4.68772  -0.108
C 1.22266 -2.43573 -4.34602  -0.061
C 2.33974 -2.24779 -3.37093  -0.188
C 2.67058 -0.79676 -2.91171  -0.152
C -0.43226 2.29719 -2.04517  -0.432
C -0.59605 3.30846 -2.99344  -0.115
C -1.72047 4.11997 -2.94638  -0.108
C -2.64446 3.92265 -1.92598  -0.127
C -2.46334 2.90256 -1.00090  -0.234
C -1.36839 2.02359 -1.01462  -0.307
H 4.79951 5.71891 -2.86036  0.088
H 3.41660 5.69567 -0.79691  0.096
H 1.85599 3.82815 -0.37200  0.103
H 2.98781 2.02303 -4.08021  0.095
H 4.58262 3.87541 -4.49725  0.091
H -0.28200 0.57241 -4.10000  0.076
H -0.35147 -1.53862 -5.40199  0.100
H 1.06528 -3.42359 -4.76715  0.100
H 3.24036 -2.69645 -3.79448  0.140
H 3.53596 -0.35186 -3.40928  0.129
H 0.16335 3.47547 -3.75377  0.096
H -1.87033 4.89876 -3.68694  0.086
H -3.53493 4.54079 -1.87343  0.093
H -3.22533 2.78752 -0.24188  0.062

Values from the calculation:
E_LUMO ... 3.46 eV
ΔE to the lowest compared entry with this formula, charge and spin ... 52.0 kcal per mole
Multiplicity ... 1
M ... 1327.4 Da
Charge ... -2
Kohn-Sham gap ... 0.1782 Ha